(1)
Below is C5H11NO2 in the gas phase, with properties calculated with ωB97M-V/def2-TZVPD.

Calculated values
HOMO energy ... -8.7069 eV
Frontier orbital gap ... 0.35034 Ha
Charge ... 0
SMILES ... C[C@H](C(=O)O)N(C)C

Positions of all 19 atoms, in Å:
C: -1.04 -1.02 -0.79
C: -0.18 -0.57 0.39
C: -1.14 -0.09 1.48
O: -1.91 0.82 1.38
O: -1.04 -0.84 2.59
N: 0.81 0.48 0.10
C: 0.28 1.60 -0.66
C: 1.97 -0.08 -0.56
H: -1.70 -1.85 -0.49
H: -0.40 -1.41 -1.59
H: -1.66 -0.21 -1.18
H: 0.37 -1.42 0.80
H: -1.67 -0.48 3.24
H: -0.63 1.99 -0.21
H: 1.03 2.40 -0.67
H: 0.07 1.35 -1.70
H: 1.74 -0.50 -1.55
H: 2.74 0.69 -0.66
H: 2.39 -0.85 0.09


(2)
Below is a molecular structure, C49H50Cl4IN3O3SSiW, with properties calculated with ωB97M-V/def2-TZVPD.

Calculated values
HOMO energy (alpha / beta) ... -13.1690 / -13.2701 eV
Frontier orbital gap (alpha / beta) ... 0.26920 / 0.26714 Ha
Charge ... +2

Positions of all 113 atoms, in Å:
W: 0.25 -0.34 0.10
O: -1.04 0.93 1.30
C: -0.72 1.44 2.73
C: 0.07 0.30 3.38
C: 1.50 0.22 2.93
C: 2.47 0.32 3.91
C: 3.80 0.31 3.57
C: 4.12 0.24 2.23
C: 3.12 0.15 1.27
C: 3.54 0.21 -0.17
C: 3.09 -0.97 -1.03
O: 1.61 -0.88 -0.91
C: 3.50 -2.32 -0.50
C: 4.68 -2.48 0.21
C: 5.07 -3.74 0.64
C: 4.29 -4.85 0.35
C: 3.12 -4.70 -0.38
C: 2.74 -3.44 -0.81
C: 3.43 -0.77 -2.51
C: 3.84 -1.84 -3.30
C: 4.09 -1.66 -4.65
C: 3.94 -0.41 -5.24
C: 3.56 0.67 -4.45
C: 3.31 0.49 -3.10
N: 1.81 0.11 1.61
C: 0.14 2.71 2.70
C: 1.10 2.99 1.73
C: 1.93 4.10 1.83
C: 1.84 4.93 2.93
C: 0.92 4.64 3.93
C: 0.08 3.54 3.81
C: -2.04 1.74 3.43
C: -2.73 2.90 3.09
C: -3.91 3.23 3.73
C: -4.42 2.41 4.72
C: -3.74 1.25 5.07
C: -2.56 0.92 4.42
H: -0.46 -0.65 3.24
H: 0.09 0.49 4.45
H: 2.16 0.42 4.94
H: 4.58 0.37 4.32
H: 5.15 0.27 1.90
H: 4.62 0.31 -0.23
H: 3.12 1.12 -0.60
H: 5.33 -1.64 0.43
H: 5.99 -3.86 1.20
H: 4.60 -5.83 0.69
H: 2.51 -5.56 -0.61
H: 1.83 -3.33 -1.39
H: 3.98 -2.81 -2.87
H: 4.42 -2.50 -5.25
H: 4.15 -0.27 -6.29
H: 3.47 1.66 -4.89
H: 3.04 1.36 -2.51
H: 1.24 2.33 0.88
H: 2.65 4.30 1.05
H: 2.49 5.80 3.02
H: 0.85 5.27 4.81
H: -0.63 3.35 4.60
H: -2.34 3.56 2.33
H: -4.44 4.14 3.45
H: -5.34 2.67 5.23
H: -4.13 0.60 5.84
H: -2.05 0.00 4.71
Cl: -1.65 -2.78 2.69
Si: -0.02 -2.57 1.39
Cl: -0.27 -4.24 0.19
Cl: 1.61 -3.00 2.57
C: -3.90 -2.65 -0.32
C: -3.79 -3.25 -1.72
C: -2.48 -2.94 -2.43
S: -2.17 -1.17 -2.53
O: -1.17 -0.81 -1.41
C: -1.22 -1.07 -4.06
C: 0.12 -1.81 -4.05
C: 0.13 -3.11 -4.84
H: -4.83 -2.96 0.15
H: -3.92 -1.56 -0.36
H: -3.08 -2.98 0.32
H: -4.63 -2.92 -2.33
H: -3.87 -4.34 -1.66
H: -2.51 -3.30 -3.46
H: -1.61 -3.37 -1.93
H: -1.12 0.00 -4.24
H: -1.91 -1.46 -4.81
H: 0.43 -1.99 -3.02
H: 0.88 -1.14 -4.47
H: 1.06 -3.65 -4.69
H: 0.02 -2.92 -5.91
H: -0.68 -3.78 -4.54
Cl: -7.07 3.05 -1.02
C: -5.69 2.24 -0.38
C: -5.78 1.63 0.87
C: -4.66 0.99 1.38
C: -3.47 0.95 0.67
C: -2.32 0.17 1.22
C: -3.42 1.54 -0.59
C: -4.52 2.19 -1.11
H: -6.70 1.67 1.42
H: -4.72 0.53 2.36
H: -2.11 -0.69 0.57
H: -2.53 -0.24 2.20
H: -2.51 1.47 -1.18
H: -4.48 2.66 -2.09
I: -0.15 3.19 -5.11
C: -0.18 2.75 -3.10
C: -0.63 3.52 -2.05
N: -0.46 2.80 -0.94
N: 0.10 1.60 -1.19
C: 0.26 1.56 -2.51
H: -1.07 4.51 -2.03
H: -0.67 3.06 0.02
H: 0.69 0.69 -2.97


Energy above the lowest of the compared OMol25 structures with the same formula, charge and spin in kJ/mol, matching the order above: 69.8; 120.2
Calculated total energy in eV, matching the order above: -10948.5434; -140958.5566